Density functional theory data (wB97M-V/def2-TZVPD) for a 2-piece molecular cluster, C5H13BClNO2 overall at a distorted geometry.

XYZ file:
```
23
Properties=species:S:1:pos:R:3
B -2.32 1.38 -0.01
C 2.14 -2.02 -0.27
C 0.92 1.65 0.07
C 1.92 -0.70 0.48
C -0.52 -0.46 0.26
C 0.74 0.11 -0.10
N -0.97 -1.60 -0.45
O -3.06 1.72 1.10
O -2.53 1.87 -1.27
Cl -2.66 -1.95 -0.20
H 1.25 -2.58 -0.16
H 2.93 -2.43 0.40
H 2.44 -1.74 -1.24
H 0.17 2.19 -0.42
H 0.83 2.02 1.14
H 1.79 2.15 -0.19
H 1.65 -0.82 1.58
H 2.74 0.04 0.29
H -0.65 -0.74 1.24
H 0.90 -0.13 -1.17
H -0.92 -1.50 -1.46
H -3.52 1.14 1.81
H -3.28 2.41 -1.43
```

Energy relative to the best compared isomer or geometry (same formula, charge and spin) in kcal/mol: 98.00
Net charge: 0
Orbital gap (spin up / spin down) in eV: 7.5 / 7.5
E_tot in eV: -24177.3877
LUMO energy (spin up / spin down) in eV: 0.38 / 0.38
Spin multiplicity: 1
Largest force on an atom in hartree/bohr: 0.0957

***

Density functional theory data (wB97M-V/def2-TZVPD) for a 2-piece molecular cluster, C5H13BrN overall at a distorted geometry.

XYZ file:
```
20
Properties=species:S:1:pos:R:3
C -0.38 0.36 -2.01
C -0.91 1.46 -1.03
C -1.96 0.56 1.34
C 2.56 -2.06 0.45
C -0.82 0.87 0.43
N 0.34 0.66 0.91
Br 0.63 -2.41 0.80
H -1.08 -0.39 -1.94
H -0.40 0.85 -3.01
H 0.55 0.04 -1.70
H -0.28 2.32 -0.98
H 2.63 -1.38 -0.42
H -1.91 1.66 -1.21
H -2.48 -0.37 1.00
H -1.74 0.10 2.26
H -2.61 1.37 1.48
H 3.08 -3.00 0.10
H 3.15 -1.81 1.25
H 0.41 0.37 1.84
H 1.22 0.81 0.46
```

Energy relative to the best compared isomer or geometry (same formula, charge and spin) in kcal/mol: 33.71
Net charge: +1
Orbital gap in eV: 9.8
E_tot in eV: -76920.9403
LUMO energy in eV: -4.10
Spin multiplicity: 1
Largest force on an atom in hartree/bohr: 0.0873

***

Density functional theory data (wB97M-V/def2-TZVPD) for the molecule C5H13ClNO2P at a distorted geometry.

XYZ file:
```
23
Properties=species:S:1:pos:R:3
C 1.21 2.25 0.62
N 0.19 1.39 0.14
P -0.27 0.02 1.20
C -1.02 0.28 2.85
Cl 1.18 -1.39 1.64
O -1.43 -0.86 0.56
C -1.60 -0.84 -0.83
C -0.53 -1.65 -1.55
O 0.89 -1.37 -1.38
C 1.47 -0.33 -2.15
H 1.47 2.92 -0.36
H 2.04 1.71 1.17
H 0.82 2.88 1.48
H -1.30 -0.72 3.29
H -0.20 0.46 3.63
H -1.81 1.13 2.66
H -2.63 -1.26 -0.84
H -1.62 0.21 -1.31
H -0.65 -1.85 -2.65
H -0.67 -2.58 -1.16
H 2.44 -0.61 -2.07
H 1.15 0.60 -1.75
H 0.87 -0.39 -3.16
```

Energy relative to the best compared isomer or geometry (same formula, charge and spin) in kcal/mol: 81.25
Net charge: 0
Orbital gap in eV: 8.6
E_tot in eV: -32789.3912
LUMO energy in eV: 0.68
Spin multiplicity: 1
Largest force on an atom in hartree/bohr: 0.1357

***

Density functional theory data (wB97M-V/def2-TZVPD) for a 2-piece molecular cluster, C5H13ClO7S2 overall at a distorted geometry.

XYZ file:
```
28
Properties=species:S:1:pos:R:3
O 2.57 0.96 0.23
S 2.21 0.94 1.67
O 2.62 2.49 2.19
Cl 1.43 3.18 3.19
O 0.54 0.88 1.69
C 0.14 -0.45 1.30
C -1.34 -0.77 1.62
C -2.35 0.28 1.08
S -2.44 1.83 2.04
O -3.82 2.36 1.87
O -2.08 1.68 3.46
O -1.39 2.89 1.29
H 0.76 -1.17 1.88
H 0.41 -0.60 0.23
H -1.56 -1.72 1.09
H -1.48 -1.00 2.69
H -3.36 -0.17 1.14
H -2.20 0.52 0.01
H -1.22 2.50 0.43
C 2.20 -2.05 -3.31
C 0.73 -1.69 -3.40
O 0.38 -0.72 -2.40
H 2.44 -2.45 -2.32
H 2.46 -2.79 -4.07
H 2.82 -1.16 -3.46
H 0.11 -2.57 -3.23
H 0.49 -1.28 -4.39
H 0.92 0.06 -2.56
```

Energy relative to the best compared isomer or geometry (same formula, charge and spin) in kcal/mol: 21.85
Net charge: 0
Orbital gap in eV: 10.1
E_tot in eV: -53917.0152
LUMO energy in eV: -0.48
Spin multiplicity: 1
Largest force on an atom in hartree/bohr: 0.0810

***

Density functional theory data (wB97M-V/def2-TZVPD) for C5H13F6MoN2O as an isolated structure at a distorted geometry.

XYZ file:
```
28
Properties=species:S:1:pos:R:3
C -0.21 -0.87 1.88
Mo -0.05 -0.68 -0.41
N 0.26 0.90 -2.04
N -2.29 -1.21 -0.44
H 1.13 0.66 -2.62
H -0.51 0.21 1.32
H 0.46 -0.23 2.50
H 0.32 -1.88 1.78
H -1.13 -1.10 2.45
H -2.53 -1.86 -1.28
H -2.88 -0.39 -0.50
H -2.54 -1.71 0.40
H -0.46 1.06 -2.75
H 0.50 1.79 -1.62
C 3.08 0.33 1.58
C 3.05 0.14 0.03
O 2.06 -0.40 -0.65
C 3.28 1.59 -0.64
F 4.34 2.31 -0.17
F 3.35 1.57 -2.01
F 2.14 2.29 -0.34
C 4.30 -0.72 -0.47
F 5.53 -0.29 -0.03
F 4.11 -1.99 -0.01
F 4.36 -0.77 -1.85
H 2.32 1.05 1.94
H 4.07 0.72 1.94
H 2.93 -0.62 2.12
```

Energy relative to the best compared isomer or geometry (same formula, charge and spin) in kcal/mol: 13.52
Net charge: +1
Orbital gap (spin up / spin down) in eV: 7.8 / 7.8
E_tot in eV: -28575.8691
LUMO energy (spin up / spin down) in eV: -4.71 / -4.30
<S²>: 2.05
Spin multiplicity: 3
Largest force on an atom in hartree/bohr: 0.0867

***

Density functional theory data (wB97M-V/def2-TZVPD) for a 2-piece molecular cluster, C5H13FN overall at a distorted geometry.

XYZ file:
```
20
Properties=species:S:1:pos:R:3
C -2.85 0.14 -1.31
C 1.87 -1.08 0.75
C 1.86 0.29 -1.34
C -2.56 -0.50 -0.23
C 1.70 0.34 0.18
N -2.11 0.23 1.00
F 0.32 0.85 0.56
H -2.71 1.25 -1.44
H 2.36 1.07 0.63
H -3.21 -0.36 -2.10
H 2.80 -1.25 1.30
H 1.05 -1.25 1.48
H 1.81 -1.94 -0.02
H 2.91 -0.28 -1.32
H 1.80 1.27 -1.89
H 1.10 -0.29 -1.61
H -2.52 -1.52 -0.01
H -1.03 0.05 1.16
H -2.44 -0.16 1.91
H -2.19 1.23 1.02
```

Energy relative to the best compared isomer or geometry (same formula, charge and spin) in kcal/mol: 36.56
Net charge: +1
Orbital gap in eV: 12.1
E_tot in eV: -9594.9856
LUMO energy in eV: -3.22
Spin multiplicity: 1
Largest force on an atom in hartree/bohr: 0.1052

***

Density functional theory data (wB97M-V/def2-TZVPD) for a 2-piece molecular cluster, C5H13IN2 overall at a distorted geometry.

XYZ file:
```
21
Properties=species:S:1:pos:R:3
C -2.03 2.33 0.58
C 0.84 1.16 0.95
C 1.73 -2.83 -0.77
C -1.46 1.11 -0.17
C -0.32 0.40 0.44
N 0.65 -1.95 -1.17
N 0.60 -0.65 -1.24
I -1.03 -1.07 1.94
H -1.38 3.24 0.83
H -2.21 2.02 1.59
H -3.01 2.53 0.17
H 0.56 1.54 1.88
H 1.07 1.94 0.28
H 1.75 0.49 0.98
H 1.86 -3.64 -1.51
H 2.82 -2.41 -0.54
H 1.45 -3.41 0.14
H -1.18 1.41 -1.23
H -2.20 0.44 -0.35
H 0.02 -2.28 -1.84
H 1.48 -0.37 -0.96
```

Energy relative to the best compared isomer or geometry (same formula, charge and spin) in kcal/mol: 39.39
Net charge: 0
Orbital gap (spin up / spin down) in eV: 7.7 / 7.8
E_tot in eV: -16472.3559
LUMO energy (spin up / spin down) in eV: 0.67 / 0.67
Spin multiplicity: 1
Largest force on an atom in hartree/bohr: 0.0730

***

Density functional theory data (wB97M-V/def2-TZVPD) for C5H13INS as an isolated structure at a distorted geometry.

XYZ file:
```
21
Properties=species:S:1:pos:R:3
C 2.14 -0.10 -1.13
C 0.26 -1.84 -1.01
C -0.27 0.47 -0.99
C 0.71 -0.30 0.91
C -2.65 1.76 1.21
N 0.66 -0.48 -0.53
S -3.45 0.86 2.29
I -1.58 3.38 1.99
H 2.78 -0.73 -0.56
H 2.03 -0.46 -2.11
H 2.39 0.92 -1.09
H 0.75 -2.63 -0.36
H -0.78 -1.71 -0.78
H 0.39 -1.86 -2.06
H -1.16 0.42 -0.33
H 0.22 1.46 -0.84
H -0.45 0.33 -2.02
H 1.50 -0.85 1.36
H -0.13 -0.79 1.41
H 0.55 0.69 1.21
H -3.91 1.46 3.42
```

Energy relative to the best compared isomer or geometry (same formula, charge and spin) in kcal/mol: 7.57
Net charge: +1
Orbital gap in eV: 8.1
E_tot in eV: -25811.1653
LUMO energy in eV: -3.83
Spin multiplicity: 1
Largest force on an atom in hartree/bohr: 0.0886

***

Density functional theory data (wB97M-V/def2-TZVPD) for C5H13K3N2O9S as an isolated structure at a distorted geometry.

XYZ file:
```
33
Properties=species:S:1:pos:R:3
K -3.19 -2.17 -0.72
K -0.74 0.25 -3.54
K 0.65 -3.54 -2.92
C 0.06 -1.40 -0.02
O -0.50 -1.48 -1.32
H 0.91 -2.09 0.04
H 0.47 -0.40 0.18
H -0.65 -1.66 0.78
C -0.85 -6.39 1.41
N -1.65 -5.16 1.57
O -1.74 -4.39 0.62
O -2.18 -4.98 2.63
H -1.54 -7.22 1.57
H -0.16 -6.43 2.25
H -0.33 -6.38 0.47
C -2.71 2.02 0.65
N -2.26 2.46 -0.71
O -2.79 3.42 -1.19
O -1.34 1.85 -1.25
H -3.58 1.39 0.48
H -2.98 2.88 1.24
H -1.91 1.41 1.07
C 2.50 2.53 -0.90
C 1.59 3.18 0.13
O 2.15 4.46 0.37
S 3.68 4.53 -0.13
O 4.54 4.83 0.93
O 3.69 5.27 -1.32
O 3.81 2.97 -0.46
H 2.38 2.91 -1.91
H 2.46 1.45 -0.82
H 1.61 2.59 1.05
H 0.57 3.27 -0.23
```

Net charge: +2
Orbital gap in eV: 7.7
E_tot in eV: -86594.8823
LUMO energy in eV: -6.93
Spin multiplicity: 1
Largest force on an atom in hartree/bohr: 0.0217

***

Density functional theory data (wB97M-V/def2-TZVPD) for the molecule C5H13N at a distorted geometry.

XYZ file:
```
19
Properties=species:S:1:pos:R:3
C -1.39 -1.01 1.71
C -1.42 -0.03 0.57
C 0.18 0.21 0.21
C 0.95 -1.09 -0.19
N 0.06 1.23 -0.89
C 1.33 1.60 -1.55
H -1.22 -2.03 1.39
H -2.29 -1.08 2.31
H -0.61 -0.64 2.43
H -1.96 -0.42 -0.35
H -1.86 0.89 0.82
H 0.86 0.57 1.02
H 1.85 -0.98 -0.76
H 1.20 -1.60 0.73
H 0.37 -1.77 -0.77
H -0.74 0.92 -1.61
H 2.09 1.73 -0.78
H 1.04 2.58 -1.98
H 1.58 0.91 -2.33
```

Energy relative to the best compared isomer or geometry (same formula, charge and spin) in kcal/mol: 35.39
Net charge: 0
Orbital gap in eV: 9.6
E_tot in eV: -6884.6628
LUMO energy in eV: 1.18
Spin multiplicity: 1
Largest force on an atom in hartree/bohr: 0.0685

***

Density functional theory data (wB97M-V/def2-TZVPD) for the molecule C5H13N at a distorted geometry.

XYZ file:
```
19
Properties=species:S:1:pos:R:3
C 0.71 -1.62 1.14
N -0.06 -0.39 1.15
C -0.14 0.37 -0.04
C 1.17 0.78 -0.72
C -1.00 -0.74 -1.09
C -1.05 1.58 0.18
H 0.11 -2.44 0.73
H 0.92 -1.89 2.18
H 1.66 -1.56 0.62
H 0.51 0.40 1.82
H 1.08 1.75 -1.20
H 1.49 0.06 -1.48
H 1.99 0.86 0.00
H -0.34 -1.54 -1.43
H -1.31 -0.15 -1.96
H -1.89 -1.15 -0.60
H -1.98 1.30 0.69
H -1.31 2.04 -0.78
H -0.55 2.34 0.79
```

Energy relative to the best compared isomer or geometry (same formula, charge and spin) in kcal/mol: 31.71
Net charge: 0
Orbital gap in eV: 9.8
E_tot in eV: -6884.8223
LUMO energy in eV: 0.97
Spin multiplicity: 1
Largest force on an atom in hartree/bohr: 0.1089

***

Density functional theory data (wB97M-V/def2-TZVPD) for the molecule C5H13N at a distorted geometry.

XYZ file:
```
19
Properties=species:S:1:pos:R:3
C 1.47 1.76 1.18
C 1.23 1.03 -0.13
C 0.90 -0.48 0.12
C -0.59 -0.73 0.48
C -1.57 -0.49 -0.70
N -1.77 -1.77 -1.41
H 1.74 2.83 1.12
H 2.42 1.39 1.58
H 0.77 1.59 1.99
H 0.39 1.44 -0.69
H 2.11 1.14 -0.75
H 1.54 -0.85 0.92
H 1.23 -1.00 -0.78
H -1.00 -0.22 1.34
H -0.59 -1.79 0.75
H -0.97 0.09 -1.40
H -2.48 0.00 -0.37
H -2.56 -2.26 -0.97
H -2.28 -1.68 -2.30
```

Energy relative to the best compared isomer or geometry (same formula, charge and spin) in kcal/mol: 18.35
Net charge: 0
Orbital gap in eV: 10.8
E_tot in eV: -6885.4016
LUMO energy in eV: 1.18
Spin multiplicity: 1
Largest force on an atom in hartree/bohr: 0.0365